This record from the Open Molecules 2025 dataset describes 16 unconnected molecules or ions with the total composition C82H212N16O25 at a distorted geometry. The level of theory is the ωB97M-V functional and the def2-TZVPD basis.

Properties
Molecular weight   1822.68 u
Energy above the lowest of the compared OMol25 structures with the same formula, charge and spin   328.1 kJ/mol

Last column: Löwdin charge in e.
Atoms and positions in Å:
C -24.113 23.678 13.888  -0.133
O -24.610 22.888 12.867  -0.191
C -23.743 22.841 11.788  -0.253
C -24.492 22.167 10.604  -0.168
N -25.500 23.112 10.092  -0.050
C -26.241 22.779 8.944  -0.242
C -27.433 21.900 9.131  -0.245
O -27.069 20.586 9.441  -0.193
C -26.993 19.827 8.242  -0.103
H -23.250 23.185 14.406  0.096
H -24.841 23.909 14.690  0.094
H -23.732 24.602 13.393  0.092
H -22.861 22.280 12.054  0.114
H -23.423 23.843 11.440  0.125
H -24.926 21.215 10.929  0.101
H -23.687 21.993 9.846  0.125
H -26.075 23.398 10.859  0.103
H -25.614 22.202 8.208  0.122
H -26.602 23.686 8.469  0.117
H -28.083 21.938 8.272  0.105
H -27.921 22.312 10.032  0.125
H -28.019 19.576 7.896  0.088
H -26.570 18.841 8.456  0.078
H -26.318 20.227 7.460  0.075
C -30.783 21.469 15.645  -0.142
O -30.684 20.620 14.569  -0.205
C -29.971 21.167 13.467  -0.182
C -29.790 20.172 12.295  -0.199
N -30.955 20.086 11.481  -0.052
C -30.882 19.209 10.326  -0.210
C -31.939 19.571 9.291  -0.223
O -32.030 18.468 8.422  -0.213
C -32.878 18.585 7.272  -0.086
H -31.467 22.275 15.458  0.074
H -29.714 21.840 15.826  0.110
H -31.151 21.039 16.570  0.083
H -28.970 21.539 13.774  0.128
H -30.608 21.956 13.040  0.122
H -29.580 19.154 12.617  0.106
H -28.888 20.566 11.831  0.108
H -31.100 21.000 11.041  0.116
H -31.077 18.169 10.623  0.108
H -30.018 19.193 9.722  0.095
H -31.631 20.543 8.780  0.144
H -32.906 19.739 9.769  0.123
H -33.711 19.270 7.388  0.082
H -33.219 17.570 7.038  0.058
H -32.311 18.924 6.365  0.097
C -26.730 15.980 2.330  -0.129
O -27.301 16.191 3.621  -0.204
C -28.331 17.225 3.531  -0.180
C -29.093 17.186 4.843  -0.215
N -29.854 15.957 4.991  -0.023
C -30.688 15.964 6.222  -0.164
C -30.120 16.207 7.617  -0.213
O -29.020 15.317 7.746  -0.243
C -28.361 15.371 9.054  -0.081
H -27.437 15.515 1.622  0.078
H -25.930 15.243 2.451  0.076
H -26.252 16.772 1.702  0.083
H -28.955 17.063 2.656  0.120
H -27.847 18.197 3.436  0.103
H -29.756 18.063 4.875  0.121
H -28.380 17.357 5.628  0.097
H -29.210 15.169 5.001  0.088
H -31.214 14.958 6.183  0.120
H -31.317 16.835 6.088  0.084
H -30.884 15.913 8.385  0.116
H -29.763 17.195 7.719  0.092
H -27.589 16.157 9.184  0.076
H -27.839 14.399 9.105  0.063
H -29.149 15.439 9.845  0.087
C -32.970 17.196 2.503  -0.069
O -33.875 17.590 3.530  -0.219
C -34.938 16.626 3.753  -0.190
C -35.468 17.012 5.063  -0.257
N -35.981 18.341 5.149  -0.032
C -36.578 18.571 6.448  -0.191
C -37.378 19.869 6.485  -0.227
O -38.022 19.934 7.740  -0.169
C -38.616 21.189 7.929  -0.138
H -32.329 18.075 2.394  0.058
H -33.421 16.934 1.578  0.078
H -32.441 16.324 2.917  0.090
H -34.640 15.629 3.811  0.089
H -35.640 16.609 2.891  0.140
H -34.693 16.884 5.807  0.093
H -36.185 16.210 5.339  0.135
H -35.198 18.958 4.901  0.091
H -35.872 18.537 7.229  0.087
H -37.252 17.708 6.540  0.131
H -38.116 19.826 5.653  0.124
H -36.698 20.688 6.324  0.115
H -39.248 21.183 8.835  0.091
H -39.358 21.486 7.144  0.092
H -37.918 22.011 7.961  0.075
C -31.506 20.386 2.090  -0.123
O -31.789 20.327 3.476  -0.212
C -32.510 21.463 3.949  -0.185
C -33.822 21.602 3.187  -0.223
N -34.671 20.452 3.358  -0.047
C -35.794 20.423 2.496  -0.216
C -37.006 21.194 3.029  -0.198
O -36.707 22.573 3.288  -0.232
C -37.669 23.485 3.838  -0.081
H -32.222 19.815 1.520  0.072
H -30.485 19.920 1.964  0.096
H -31.485 21.360 1.651  0.073
H -31.917 22.406 3.853  0.128
H -32.738 21.229 5.009  0.125
H -33.668 21.756 2.157  0.084
H -34.301 22.602 3.413  0.137
H -34.106 19.622 3.179  0.082
H -36.156 19.391 2.439  0.117
H -35.647 20.834 1.458  0.132
H -37.342 20.705 3.966  0.087
H -37.877 21.169 2.341  0.125
H -37.282 24.519 3.893  0.095
H -37.981 23.112 4.801  0.065
H -38.547 23.440 3.183  0.081
C -23.743 21.752 1.184  -0.084
O -23.742 22.037 2.599  -0.231
C -22.456 22.473 3.168  -0.175
C -22.563 22.318 4.685  -0.168
N -22.874 20.867 4.948  -0.037
C -23.113 20.586 6.342  -0.219
C -23.667 19.201 6.428  -0.254
O -24.843 19.097 5.707  -0.239
C -25.170 17.705 5.537  -0.069
H -24.674 21.293 0.989  0.050
H -22.926 21.066 0.885  0.090
H -23.675 22.611 0.529  0.084
H -22.259 23.531 2.910  0.122
H -21.636 21.890 2.713  0.122
H -23.346 22.975 5.036  0.109
H -21.619 22.580 5.159  0.119
H -23.683 20.637 4.434  0.048
H -23.755 21.350 6.792  0.108
H -22.194 20.660 6.846  0.106
H -23.841 18.971 7.536  0.143
H -22.979 18.410 6.062  0.130
H -25.258 17.162 6.529  0.097
H -24.419 17.176 4.909  0.091
H -26.154 17.696 5.062  0.072
C -32.850 13.019 1.318  -0.087
O -32.552 11.829 2.046  -0.190
C -31.983 11.965 3.353  -0.208
C -30.729 12.745 3.438  -0.216
N -29.642 12.225 2.542  -0.019
C -28.507 13.118 2.600  -0.239
C -27.384 12.493 1.822  -0.224
O -27.734 12.568 0.454  -0.200
C -26.825 11.927 -0.432  -0.082
H -31.926 13.496 1.177  0.056
H -33.542 13.730 1.807  0.087
H -33.235 12.644 0.396  0.083
H -31.868 10.922 3.688  0.128
H -32.696 12.462 4.018  0.104
H -30.386 12.502 4.406  0.083
H -30.845 13.841 3.378  0.111
H -29.942 12.225 1.558  0.112
H -28.239 13.261 3.705  0.109
H -28.716 14.141 2.379  0.086
H -27.263 11.488 2.136  0.110
H -26.452 13.045 2.081  0.119
H -27.301 12.059 -1.402  0.088
H -26.851 10.818 -0.206  0.110
H -25.879 12.447 -0.314  0.057
C -37.033 15.490 10.840  -0.121
O -36.070 15.369 9.817  -0.199
C -34.719 15.563 10.342  -0.207
C -33.765 15.887 9.286  -0.230
N -33.307 14.862 8.361  -0.001
C -34.348 14.170 7.588  -0.188
C -33.846 13.264 6.525  -0.245
O -33.350 12.072 7.020  -0.201
C -34.121 11.230 7.873  -0.090
H -37.136 16.511 11.140  0.076
H -36.866 14.796 11.691  0.098
H -37.976 15.216 10.403  0.077
H -34.423 14.696 10.908  0.117
H -34.784 16.447 11.008  0.114
H -32.892 16.297 9.739  0.096
H -34.194 16.764 8.808  0.110
H -32.821 14.197 8.938  0.084
H -35.046 14.926 7.274  0.106
H -34.940 13.557 8.289  0.110
H -32.993 13.680 5.976  0.106
H -34.632 13.067 5.830  0.114
H -33.938 11.352 8.941  0.081
H -33.967 10.206 7.599  0.079
H -35.202 11.449 7.737  0.097
C -23.644 17.960 2.377  -0.078
O -23.049 18.505 1.189  -0.217
C -21.785 17.947 0.901  -0.218
C -21.834 16.521 0.377  -0.213
N -22.466 16.513 -0.927  -0.036
C -23.017 15.204 -1.397  -0.179
C -24.161 14.539 -0.632  -0.247
O -25.319 15.315 -0.472  -0.222
C -26.061 15.576 -1.595  -0.132
H -24.569 18.470 2.640  0.086
H -22.947 18.090 3.189  0.077
H -23.856 16.849 2.209  0.095
H -21.100 17.988 1.720  0.110
H -21.330 18.628 0.193  0.126
H -22.441 15.922 1.076  0.095
H -20.853 16.053 0.302  0.122
H -23.216 17.151 -0.850  0.055
H -22.163 14.449 -1.542  0.138
H -23.430 15.292 -2.431  0.115
H -23.892 14.349 0.425  0.120
H -24.434 13.554 -1.097  0.112
H -25.708 16.430 -2.163  0.070
H -27.082 15.863 -1.271  0.099
H -26.066 14.640 -2.234  0.108
C -28.674 17.671 15.778  -0.056
C -28.113 16.549 15.000  -0.460
C -28.071 16.879 13.482  -0.165
O -27.328 18.109 13.242  -0.205
C -26.629 18.144 11.998  -0.103
N -26.818 16.121 15.439  0.044
H -28.077 18.528 15.730  0.060
H -28.750 17.487 16.858  0.091
H -29.652 17.972 15.463  0.063
H -28.733 15.633 15.095  0.124
H -29.104 17.024 13.146  0.097
H -27.612 15.944 13.018  0.110
H -25.901 17.323 11.990  0.072
H -25.964 19.022 11.903  0.084
H -27.278 17.918 11.095  0.089
H -26.533 15.148 15.219  0.069
H -26.152 16.859 15.158  0.089
C -27.169 13.433 12.342  -0.066
C -25.670 13.229 12.205  -0.394
C -25.109 12.353 13.366  -0.247
O -25.287 13.026 14.558  -0.213
C -24.801 12.289 15.710  -0.071
N -25.375 12.447 10.991  0.040
H -27.667 14.170 11.700  0.058
H -27.468 13.790 13.325  0.044
H -27.621 12.425 12.291  0.091
H -25.032 14.072 12.204  0.122
H -24.015 12.212 13.121  0.136
H -25.582 11.339 13.423  0.135
H -25.341 11.334 15.786  0.086
H -25.001 12.927 16.583  0.092
H -23.740 12.042 15.634  0.083
H -26.047 11.676 10.992  0.066
H -25.539 13.039 10.186  0.041
C -28.410 20.898 5.038  -0.052
C -27.399 21.439 4.031  -0.434
C -27.865 22.802 3.479  -0.180
O -28.974 22.599 2.594  -0.188
C -29.349 23.775 1.915  -0.116
N -26.076 21.503 4.627  0.088
H -27.984 19.934 5.504  0.079
H -29.445 20.726 4.695  0.077
H -28.405 21.572 5.878  0.055
H -27.487 20.713 3.199  0.123
H -26.990 23.253 3.066  0.111
H -28.180 23.402 4.353  0.133
H -29.166 24.715 2.496  0.103
H -30.394 23.737 1.700  0.067
H -28.829 23.916 0.992  0.071
H -25.392 21.780 3.927  0.045
H -25.795 20.673 5.131  0.032
C -26.585 13.576 6.147  -0.028
C -25.295 14.404 5.938  -0.432
C -24.625 14.664 7.240  -0.238
O -24.205 13.481 7.917  -0.178
C -23.441 13.787 9.047  -0.137
N -24.360 13.792 5.011  0.071
H -27.359 14.040 6.772  0.048
H -26.427 12.579 6.625  0.088
H -26.983 13.418 5.088  0.068
H -25.487 15.414 5.515  0.098
H -25.347 15.198 7.889  0.121
H -23.743 15.253 7.023  0.121
H -22.409 14.108 8.956  0.084
H -23.379 12.883 9.631  0.071
H -24.030 14.599 9.555  0.096
H -23.795 14.494 4.604  0.048
H -23.721 13.209 5.522  0.069
C -33.651 17.055 14.977  -0.045
C -32.676 17.483 13.826  -0.422
C -32.001 16.259 13.188  -0.224
O -31.126 15.631 14.071  -0.188
C -30.531 14.527 13.430  -0.103
N -33.491 18.160 12.835  0.058
H -33.143 16.327 15.602  0.071
H -34.539 16.605 14.466  0.084
H -34.053 17.945 15.470  0.072
H -31.959 18.187 14.257  0.119
H -31.512 16.575 12.245  0.109
H -32.833 15.539 12.929  0.134
H -30.106 14.890 12.520  0.063
H -31.302 13.813 13.269  0.083
H -29.738 14.076 14.038  0.088
H -32.845 18.829 12.406  0.056
H -34.186 18.642 13.328  0.046
C -30.496 12.514 9.460  -0.036
C -29.707 11.308 8.941  -0.403
C -29.811 11.248 7.430  -0.181
O -29.128 10.070 6.974  -0.200
C -29.057 9.976 5.576  -0.113
N -28.330 11.313 9.469  0.059
H -30.213 13.410 8.918  0.056
H -30.169 12.595 10.469  0.061
H -31.568 12.364 9.324  0.065
H -30.182 10.419 9.354  0.141
H -29.289 12.101 6.929  0.130
H -30.800 11.169 7.057  0.102
H -30.050 10.073 5.113  0.074
H -28.724 8.968 5.302  0.092
H -28.385 10.748 5.161  0.085
H -27.846 10.472 9.226  0.063
H -27.767 12.076 9.040  0.069
C -25.717 20.341 -3.241  -0.046
C -25.655 20.286 -1.689  -0.367
C -27.085 20.517 -0.986  -0.167
O -27.953 19.427 -1.312  -0.196
C -29.137 19.514 -0.594  -0.139
N -25.048 19.049 -1.191  0.080
H -24.780 20.004 -3.660  0.069
H -25.905 21.311 -3.607  0.053
H -26.462 19.648 -3.585  0.067
H -25.063 21.102 -1.271  0.109
H -27.579 21.477 -1.248  0.128
H -26.878 20.512 0.088  0.105
H -29.895 18.822 -1.008  0.100
H -29.566 20.553 -0.577  0.099
H -28.960 19.221 0.435  0.062
H -24.452 19.270 -0.445  0.014
H -25.800 18.589 -0.703  0.058